{"formula": "C36H73Cl8F7N10O12S2", "method": "wB97M-V/def2-TZVPD", "elements": ["N", "H", "H", "H", "H", "C", "F", "F", "F", "S", "O", "O", "N", "S", "O", "O", "C", "F", "F", "F", "C", "C", "O", "N", "C", "H", "H", "H", "H", "H", "H", "H", "C", "C", "O", "N", "C", "H", "H", "H", "H", "H", "H", "H", "C", "C", "O", "N", "C", "H", "H", "H", "H", "H", "H", "H", "C", "C", "O", "N", "C", "H", "H", "H", "H", "H", "H", "H", "C", "C", "O", "N", "C", "H", "H", "H", "H", "H", "H", "H", "C", "C", "O", "N", "C", "H", "H", "H", "H", "H", "H", "H", "C", "C", "O", "N", "C", "H", "H", "H", "H", "H", "H", "H", "C", "C", "O", "N", "C", "H", "H", "H", "H", "H", "H", "H", "C", "Cl", "Cl", "H", "H", "C", "Cl", "Cl", "H", "H", "C", "Cl", "Cl", "H", "H", "C", "Cl", "Cl", "H", "H", "F", "C", "C", "C", "C", "C", "C", "H", "H", "H", "H", "H"], "coordinates": [[-1.284764, -2.833293, -0.363613], [-2.225965, -3.190634, -0.265630], [-1.131411, -1.881148, -0.009630], [-0.977612, -2.764406, -1.332381], [-0.733822, -3.474902, 0.199837], [2.160811, -1.077464, -0.737858], [3.417432, -1.304729, -0.365444], [2.202870, -0.189336, -1.753708], [1.629558, -2.225528, -1.078550], [1.084443, -0.442579, 0.788422], [1.177095, -1.453002, 1.822558], [1.687481, 0.867045, 1.084258], [-0.524046, -0.400943, 0.054106], [-1.163493, 0.924925, 0.606270], [-1.162141, 1.028740, 2.047490], [-0.738053, 2.141333, -0.100951], [-3.031462, 0.583898, 0.167284], [-3.365039, -0.694595, 0.403422], [-3.845859, 1.384252, 0.877456], [-3.285096, 0.916199, -1.101859], [2.449055, 3.149141, -1.933341], [3.629134, 3.405084, -1.002990], [4.322123, 4.437961, -1.103344], [3.897336, 2.400028, -0.165152], [4.959994, 2.481957, 0.797090], [2.161728, 4.122842, -2.330729], [1.546838, 2.825077, -1.413203], [2.744400, 2.480674, -2.741269], [3.202891, 1.720385, 0.110267], [4.687671, 3.249577, 1.523332], [5.879674, 2.799821, 0.305991], [5.121184, 1.535554, 1.311814], [-1.918999, 5.821471, 4.660478], [-2.163734, 4.420220, 4.120540], [-2.275956, 4.261948, 2.906014], [-2.381480, 3.397463, 4.966137], [-2.557285, 1.988938, 4.663168], [-2.614452, 6.460773, 4.119344], [-0.876286, 6.048956, 4.439177], [-2.032691, 5.919698, 5.740212], [-2.338538, 3.649402, 5.942279], [-3.204343, 1.964744, 3.786308], [-3.088655, 1.494114, 5.475349], [-1.620075, 1.459461, 4.497485], [-7.423102, 3.322056, -4.030200], [-7.664381, 2.731981, -2.640729], [-8.812973, 2.495458, -2.287155], [-6.628795, 2.389420, -1.857843], [-6.768238, 1.778827, -0.525289], [-6.385198, 3.627425, -4.162235], [-8.010502, 4.218765, -4.232748], [-7.844696, 2.685196, -4.807657], [-5.689850, 2.465861, -2.222914], [-6.132124, 0.894391, -0.483053], [-7.732832, 1.290829, -0.383884], [-6.640754, 2.452577, 0.321245], [-3.102762, 4.288616, -1.221882], [-3.130009, 4.029125, -2.679081], [-4.094319, 3.433205, -3.155688], [-2.132589, 4.406829, -3.481840], [-1.057077, 5.301877, -3.107188], [-2.234915, 4.853264, -0.881718], [-3.160533, 3.355444, -0.666378], [-3.929540, 4.939107, -0.935282], [-2.261952, 4.132893, -4.444522], [-0.277558, 5.447796, -3.853568], [-0.518078, 4.926380, -2.236843], [-1.522615, 6.252415, -2.845602], [6.121769, -0.098720, -1.579005], [7.312384, 0.800470, -1.123348], [7.697595, 1.673026, -1.887002], [7.667481, 0.625319, 0.132584], [8.835036, 1.297028, 0.707233], [5.399215, 0.582455, -2.026603], [5.677435, -0.674587, -0.767751], [6.563964, -0.743749, -2.338232], [7.129163, -0.008474, 0.701618], [9.728955, 0.787475, 0.347657], [8.777472, 1.299246, 1.794911], [8.899382, 2.339808, 0.397939], [1.395479, -6.728139, -2.701055], [0.708065, -5.345486, -2.647949], [-0.122195, -5.063728, -1.747276], [1.090464, -4.400203, -3.495922], [2.110377, -4.403974, -4.550310], [2.286055, -6.732909, -3.327036], [0.666285, -7.465168, -3.038022], [1.594516, -7.004302, -1.665878], [0.755971, -3.480630, -3.243060], [1.707416, -3.769955, -5.339155], [2.185419, -5.388640, -5.011234], [3.085396, -4.135875, -4.144775], [1.493005, -4.746842, 3.164022], [0.547496, -5.322327, 2.137037], [-0.145227, -4.582964, 1.452809], [0.531675, -6.654727, 2.066045], [-0.143607, -7.460982, 1.028373], [2.523653, -4.850475, 2.827077], [1.427807, -5.237112, 4.135527], [1.355930, -3.670406, 3.259236], [1.292567, -7.117346, 2.540380], [0.372124, -8.403650, 0.842870], [-0.184371, -6.883118, 0.105566], [-1.104065, -7.847866, 1.369468], [-0.467858, -1.174780, -5.272208], [-0.649414, -1.178114, -3.712008], [-0.844109, -2.218740, -3.127663], [-0.527922, -0.018885, -3.034617], [-0.445330, 1.265243, -3.628868], [0.575688, -1.343722, -5.540963], [-0.857352, -0.290766, -5.777072], [-0.945278, -1.982141, -5.828210], [-0.547573, -0.160455, -2.034484], [-0.357856, 1.996433, -2.825997], [-1.404919, 1.465114, -4.108576], [0.367812, 1.374991, -4.346260], [-5.424850, -1.745388, 2.791334], [-7.011060, -1.394913, 2.039941], [-5.543959, -2.407809, 4.442399], [-4.958277, -2.514548, 2.179030], [-4.815468, -0.844062, 2.807513], [3.697248, -4.676496, -0.310160], [4.722069, -4.114382, -1.633672], [4.299194, -4.028233, 1.231303], [2.657463, -4.385763, -0.454587], [3.710769, -5.764882, -0.281800], [-4.379099, -0.129042, -4.094529], [-6.004508, -0.091994, -4.874344], [-4.329290, -1.323192, -2.816178], [-3.636739, -0.356557, -4.856367], [-4.310766, 0.838780, -3.600718], [-1.130325, -2.079625, 4.570724], [-2.077064, -2.076160, 3.097041], [-1.932953, -1.117969, 5.851267], [-0.864085, -3.065845, 4.946194], [-0.209658, -1.554640, 4.319344], [3.586311, 0.650024, 7.614995], [3.200066, 1.241593, 6.464802], [3.823837, 2.393735, 6.007795], [3.491677, 2.859541, 4.701213], [2.451775, 2.254049, 3.953125], [1.851034, 1.134857, 4.444582], [2.179169, 0.641612, 5.712229], [4.626266, 2.829662, 6.585173], [3.973114, 3.710787, 4.241947], [2.167463, 2.736200, 3.029050], [1.069983, 0.612557, 3.910111], [1.719620, -0.277404, 6.047048]], "forces_ev_per_angstrom": [[-0.193, -0.687, 0.258], [-0.302, 0.316, -0.354], [-0.580, 0.179, 0.480], [-0.168, -0.625, -0.609], [0.666, -0.494, 0.044], [-0.118, 1.217, 1.024], [-0.432, 0.273, 0.341], [-0.498, -0.867, 0.802], [-0.482, -0.646, -0.926], [0.938, 0.784, -0.287], [-0.398, 0.546, -1.307], [-1.271, -1.856, -0.689], [3.697, 0.173, 0.945], [-1.430, 3.703, 0.828], [-0.029, -0.546, -0.685], [-0.977, -1.967, 0.237], [0.016, 1.171, 0.007], [0.185, 0.350, -0.182], [0.893, -0.652, 0.339], [0.504, -0.576, -0.118], [-0.221, 1.006, 0.298], [0.432, 1.652, -1.092], [-1.019, -1.794, 0.399], [0.265, -1.158, 0.742], [0.408, 0.922, 0.198], [0.267, -0.041, -0.327], [0.187, -0.585, 0.153], [-0.132, -0.065, 0.060], [-0.387, 0.309, -0.590], [0.303, -0.012, 0.308], [0.001, -0.042, 0.054], [-0.193, -0.018, -0.143], [0.207, -0.806, 0.285], [-0.976, -0.272, -1.735], [0.413, 0.125, 0.351], [0.491, 0.365, 2.009], [-0.530, 0.480, -0.482], [0.279, 0.185, 0.115], [-0.116, 0.297, -0.224], [-0.209, -0.023, -0.008], [0.099, -0.169, -0.075], [0.280, -0.415, -0.194], [0.041, 0.234, 0.097], [-0.047, 0.164, -0.208], [0.274, 0.568, 0.237], [-1.601, -0.409, -0.475], [-0.179, 0.298, 0.036], [0.900, -0.156, 0.736], [-0.578, -0.871, -0.732], [0.076, -0.466, -0.369], [-0.149, 0.196, 0.823], [0.612, -0.572, 0.157], [-0.003, 0.407, -0.011], [0.610, 0.380, 0.219], [-0.364, 0.552, -0.425], [0.364, 0.124, -0.207], [0.616, 1.058, 0.856], [-0.970, -0.553, -0.037], [-0.189, -0.555, -0.338], [0.947, -0.086, -0.579], [0.018, 0.267, 0.709], [0.198, -0.352, 0.001], [-0.058, 0.129, -0.088], [-0.351, -0.317, -0.182], [-0.009, 0.172, 0.034], [-0.496, -0.139, -0.407], [-0.132, -0.036, 0.111], [0.495, 0.274, -0.020], [1.197, 0.644, 0.215], [-2.780, 0.305, -1.929], [0.833, -0.426, 0.462], [1.226, 0.139, 1.775], [-0.202, -0.035, -0.161], [-0.059, -0.207, -0.024], [0.048, -0.057, -0.150], [-0.370, -0.193, -0.063], [0.269, 0.019, -0.151], [0.172, 0.092, 0.284], [0.032, -0.274, -0.069], [-0.230, -0.081, -0.223], [-0.950, 0.737, 0.074], [-0.490, -0.389, 1.889], [1.156, -0.842, -1.151], [0.843, 0.605, -0.676], [-0.852, -0.799, 0.281], [-0.051, -0.161, 0.178], [0.072, 0.011, -0.267], [0.304, 0.092, -0.058], [-0.495, -0.062, -0.133], [0.570, 0.330, 0.046], [0.017, -0.050, 0.150], [0.002, 0.344, -0.325], [0.447, 0.177, 0.157], [0.044, 1.033, 0.337], [-0.256, -0.257, -0.272], [0.331, -1.663, -0.511], [0.100, 0.045, 0.322], [-0.040, -0.234, -0.037], [-0.175, -0.011, -0.012], [-0.314, -0.112, -0.005], [-0.219, 0.056, 0.174], [0.675, 0.302, 0.056], [-0.414, -0.033, 0.039], [-0.345, 0.712, -0.085], [-0.314, 0.053, 0.243], [0.250, 1.278, -1.925], [-0.031, -1.629, 0.827], [0.186, -1.734, -0.522], [-0.612, 1.056, 0.043], [0.243, 0.546, 0.293], [0.386, 0.320, 0.291], [-0.443, -0.381, 0.871], [-0.040, 0.418, 0.170], [0.209, 0.051, -0.105], [0.086, 0.344, -0.302], [0.057, -0.028, 0.108], [-0.088, -0.309, -0.179], [0.440, 0.007, 0.336], [-0.104, 0.265, -0.335], [-0.031, 0.147, 0.101], [-0.241, -0.061, 0.093], [-0.204, -0.288, 0.172], [-0.220, -0.073, -0.153], [-0.052, -0.120, -0.213], [0.205, 0.369, -0.037], [0.352, 0.123, 0.080], [-1.075, 0.507, 0.004], [0.518, -0.132, 0.030], [0.094, -0.604, 0.124], [-0.057, 0.170, 0.189], [0.491, 0.020, -0.376], [0.691, 0.879, 0.280], [-0.214, -0.407, -0.151], [0.222, -0.562, -0.144], [-0.560, -0.033, -0.164], [-0.065, -0.014, 0.080], [-0.078, 0.320, -0.028], [-0.891, -0.100, -1.035], [0.085, -0.118, -1.411], [-0.975, -0.735, 0.797], [1.593, 1.390, 0.458], [-0.716, -0.817, 1.128], [0.837, 0.001, -0.116], [0.000, 0.112, 0.000], [0.204, 0.137, 0.349], [-0.062, -0.339, -0.202], [-0.056, 0.137, -0.246], [-0.017, 0.020, 0.255]], "orbital_gap_ha": 0.3145, "charge": 0}